Entry 1:
{"formula": "C32H26BrN5O2PtS", "method": "ωB97M-V/def2-TZVPD", "species": ["Pt", "O", "C", "C", "C", "C", "C", "C", "C", "O", "N", "N", "C", "C", "Br", "C", "C", "C", "C", "C", "C", "C", "H", "H", "H", "H", "H", "H", "H", "H", "H", "H", "H", "H", "H", "H", "S", "C", "C", "C", "C", "C", "C", "H", "H", "H", "H", "H", "N", "C", "C", "C", "C", "C", "C", "C", "N", "C", "C", "N", "C", "H", "H", "H", "H", "H", "H", "H"], "positions_angstrom": [[1.19, -0.20, -1.51], [-2.42, -0.71, -3.67], [-3.23, 0.15, -3.02], [-4.54, 0.28, -3.46], [-5.41, 1.15, -2.83], [-5.00, 1.89, -1.73], [-3.69, 1.76, -1.29], [-2.80, 0.90, -1.92], [-1.37, 0.84, -1.45], [-0.80, -0.42, -1.64], [-0.57, 1.84, -2.22], [0.75, 1.72, -2.00], [1.61, 2.63, -2.26], [3.03, 2.38, -2.11], [3.49, 0.59, -1.58], [3.97, 3.31, -2.29], [5.43, 3.18, -2.19], [6.13, 2.13, -2.78], [7.51, 2.05, -2.66], [8.21, 3.02, -1.96], [7.52, 4.08, -1.38], [6.15, 4.16, -1.50], [-1.61, -0.81, -3.12], [-4.86, -0.32, -4.31], [-6.43, 1.24, -3.19], [-5.68, 2.56, -1.23], [-3.35, 2.32, -0.42], [-1.32, 1.13, -0.39], [-0.95, 2.76, -2.37], [1.30, 3.61, -2.62], [3.60, 4.30, -2.52], [5.60, 1.38, -3.35], [8.04, 1.23, -3.13], [9.29, 2.96, -1.87], [8.06, 4.85, -0.84], [5.61, 4.99, -1.06], [1.69, -2.43, -1.22], [0.24, -3.17, -0.52], [0.22, -3.52, 0.83], [-0.87, -4.18, 1.37], [-1.97, -4.48, 0.58], [-1.97, -4.12, -0.76], [-0.87, -3.48, -1.31], [1.09, -3.29, 1.44], [-0.86, -4.47, 2.42], [-2.82, -5.00, 1.01], [-2.82, -4.35, -1.39], [-0.85, -3.21, -2.36], [-5.68, -3.09, 6.60], [-4.80, -2.67, 6.00], [-3.70, -2.14, 5.24], [-3.65, -2.31, 3.86], [-2.59, -1.82, 3.13], [-1.56, -1.14, 3.79], [-1.61, -0.95, 5.16], [-2.67, -1.46, 5.89], [-0.48, -0.61, 3.04], [0.78, -0.28, 3.51], [1.45, 0.22, 2.44], [0.65, 0.21, 1.33], [-0.48, -0.30, 1.71], [-4.45, -2.85, 3.36], [-2.54, -1.99, 2.07], [-0.83, -0.40, 5.67], [-2.71, -1.32, 6.96], [1.07, -0.45, 4.53], [2.47, 0.58, 2.41], [-1.33, -0.48, 1.08]], "lowdin_charge": [0.64, 0.06, -0.27, -0.01, -0.09, -0.10, -0.05, -0.11, -0.41, -0.36, 0.05, -0.19, -0.16, -0.53, 0.88, -0.09, -0.25, -0.07, -0.07, -0.08, -0.08, -0.04, 0.07, 0.12, 0.10, 0.10, 0.11, 0.12, 0.15, 0.14, 0.13, 0.09, 0.11, 0.10, 0.11, 0.12, 0.47, -0.67, -0.14, -0.11, -0.11, -0.08, -0.12, 0.10, 0.10, 0.10, 0.10, 0.10, 0.16, -0.18, -0.23, -0.01, 0.00, -0.17, 0.00, -0.02, -0.01, -0.05, -0.13, 0.05, -0.16, 0.13, 0.10, 0.11, 0.12, 0.11, 0.10, 0.12], "lumo_ha": -0.0229, "total_energy_ev": -129274.70415}

Entry 2:
{"formula": "C32H26BrN5O2PtS", "method": "ωB97M-V/def2-TZVPD", "species": ["Pt", "O", "C", "C", "C", "C", "C", "C", "C", "O", "N", "N", "C", "C", "Br", "C", "C", "C", "C", "C", "C", "C", "H", "H", "H", "H", "H", "H", "H", "H", "H", "H", "H", "H", "H", "H", "S", "C", "C", "C", "C", "C", "C", "H", "H", "H", "H", "H", "N", "C", "C", "C", "C", "C", "C", "C", "N", "C", "C", "N", "C", "H", "H", "H", "H", "H", "H", "H"], "positions_angstrom": [[-0.42, 1.09, -0.31], [0.88, 2.37, -3.91], [0.50, 3.66, -4.00], [0.88, 4.39, -5.12], [0.50, 5.72, -5.25], [-0.28, 6.33, -4.28], [-0.65, 5.60, -3.16], [-0.26, 4.28, -3.00], [-0.62, 3.52, -1.75], [-0.89, 2.19, -1.97], [0.56, 3.61, -0.84], [0.31, 2.87, 0.32], [0.65, 3.35, 1.45], [0.39, 2.69, 2.73], [-1.41, 2.17, 2.97], [1.35, 2.53, 3.64], [1.29, 1.88, 4.95], [0.28, 2.13, 5.88], [0.29, 1.50, 7.11], [1.30, 0.61, 7.44], [2.32, 0.37, 6.53], [2.32, 1.01, 5.30], [0.36, 1.99, -3.17], [1.47, 3.90, -5.88], [0.80, 6.27, -6.13], [-0.59, 7.36, -4.39], [-1.27, 6.06, -2.40], [-1.47, 4.02, -1.25], [0.79, 4.57, -0.61], [1.15, 4.32, 1.47], [2.34, 2.84, 3.31], [-0.51, 2.83, 5.64], [-0.50, 1.71, 7.83], [1.30, 0.12, 8.40], [3.12, -0.32, 6.77], [3.11, 0.82, 4.59], [0.32, -0.23, 1.45], [1.32, -1.49, 0.70], [2.05, -1.26, -0.47], [2.81, -2.27, -1.04], [2.88, -3.52, -0.45], [2.17, -3.76, 0.72], [1.39, -2.76, 1.28], [2.01, -0.28, -0.93], [3.36, -2.07, -1.95], [3.48, -4.30, -0.90], [2.22, -4.73, 1.20], [0.83, -2.95, 2.19], [-3.36, -9.09, -0.80], [-3.11, -7.98, -0.95], [-2.79, -6.59, -1.14], [-1.68, -6.04, -0.51], [-1.36, -4.70, -0.70], [-2.19, -3.92, -1.50], [-3.30, -4.46, -2.12], [-3.60, -5.80, -1.95], [-1.88, -2.55, -1.68], [-1.96, -1.82, -2.85], [-1.53, -0.57, -2.56], [-1.18, -0.54, -1.23], [-1.41, -1.73, -0.72], [-1.05, -6.66, 0.10], [-0.48, -4.27, -0.25], [-3.94, -3.83, -2.73], [-4.47, -6.23, -2.43], [-2.28, -2.27, -3.78], [-1.44, 0.30, -3.18], [-1.25, -2.01, 0.30]], "lowdin_charge": [0.92, 0.05, -0.27, -0.01, -0.09, -0.10, -0.05, -0.12, -0.42, -0.36, 0.03, -0.18, -0.18, -0.69, 0.78, -0.10, -0.24, -0.06, -0.08, -0.09, -0.08, -0.03, 0.06, 0.12, 0.10, 0.10, 0.11, 0.14, 0.13, 0.14, 0.13, 0.09, 0.10, 0.10, 0.10, 0.12, 0.54, -0.66, -0.13, -0.09, -0.11, -0.11, -0.15, 0.08, 0.10, 0.10, 0.10, 0.10, 0.16, -0.18, -0.23, 0.00, 0.02, -0.17, 0.00, -0.01, 0.00, -0.02, -0.08, -0.13, -0.14, 0.13, 0.11, 0.12, 0.12, 0.13, 0.11, 0.11], "lumo_ha": -0.0108, "total_energy_ev": -129275.88084}

Entry 3:
{"formula": "C32H26Cl3KN9O3PS2", "method": "ωB97M-V/def2-TZVPD", "species": ["K", "O", "N", "C", "C", "C", "C", "C", "S", "H", "H", "H", "H", "N", "C", "C", "C", "C", "C", "C", "S", "O", "O", "N", "C", "N", "C", "C", "C", "N", "H", "H", "H", "H", "H", "H", "H", "H", "H", "C", "P", "C", "C", "C", "C", "C", "C", "C", "C", "C", "C", "C", "C", "H", "H", "H", "H", "H", "H", "H", "H", "H", "H", "H", "H", "H", "N", "C", "N", "C", "N", "Cl", "C", "Cl", "Cl", "C", "N"], "positions_angstrom": [[-17.85, -7.45, -9.77], [-15.81, -5.86, -8.71], [-14.75, -6.25, -8.06], [-14.38, -7.56, -8.16], [-13.24, -8.00, -7.56], [-12.44, -7.12, -6.80], [-12.87, -5.81, -6.65], [-14.04, -5.34, -7.33], [-14.65, -3.81, -7.09], [-15.08, -8.02, -8.85], [-12.82, -8.93, -7.74], [-11.61, -7.52, -6.24], [-12.42, -5.07, -5.98], [-27.67, -7.33, -9.33], [-26.39, -7.42, -8.86], [-25.74, -6.25, -8.34], [-24.51, -6.34, -7.69], [-23.77, -7.52, -7.68], [-24.35, -8.64, -8.27], [-25.65, -8.60, -8.81], [-22.09, -7.68, -7.08], [-22.13, -7.08, -5.80], [-21.89, -9.11, -7.08], [-21.01, -7.05, -8.06], [-20.86, -5.72, -8.17], [-19.74, -5.23, -8.77], [-19.64, -3.92, -8.92], [-20.65, -3.06, -8.57], [-21.78, -3.64, -7.98], [-21.87, -4.93, -7.73], [-28.00, -6.43, -9.66], [-27.81, -8.05, -10.03], [-26.24, -5.26, -8.53], [-23.97, -5.53, -7.33], [-23.86, -9.58, -8.28], [-26.04, -9.52, -9.20], [-18.69, -3.55, -9.28], [-20.56, -1.98, -8.81], [-22.63, -3.02, -7.69], [-17.63, -5.14, -13.99], [-16.73, -5.12, -12.41], [-16.17, -3.39, -12.20], [-15.57, -3.05, -10.95], [-14.97, -1.79, -10.78], [-15.03, -0.84, -11.75], [-15.57, -1.16, -13.03], [-16.14, -2.46, -13.24], [-15.08, -5.81, -12.89], [-14.87, -6.61, -14.03], [-13.61, -7.18, -14.27], [-12.58, -6.97, -13.37], [-12.76, -6.18, -12.26], [-14.04, -5.66, -11.97], [-18.37, -4.38, -13.95], [-18.14, -6.10, -14.11], [-17.09, -4.93, -14.93], [-15.52, -3.74, -10.12], [-14.59, -1.55, -9.81], [-14.59, 0.12, -11.51], [-15.74, -0.54, -13.93], [-16.65, -2.74, -14.13], [-15.69, -6.82, -14.69], [-13.40, -7.69, -15.15], [-11.58, -7.33, -13.67], [-11.97, -6.04, -11.54], [-14.17, -5.18, -10.96], [-18.30, -9.15, -11.88], [-17.94, -9.69, -12.86], [-17.42, -10.22, -13.91], [-17.88, -10.49, -15.09], [-18.08, -10.79, -16.17], [-19.58, -8.69, -4.43], [-18.91, -10.09, -5.29], [-20.17, -11.39, -5.50], [-17.63, -10.70, -4.29], [-18.52, -9.65, -6.60], [-18.12, -9.24, -7.62]], "lowdin_charge": [0.59, -0.29, -0.27, -0.04, -0.10, -0.11, -0.13, -0.80, 0.50, 0.11, 0.07, 0.08, 0.08, 0.07, -0.36, -0.03, -0.07, -0.26, -0.06, -0.04, 0.52, -0.35, -0.38, -0.09, -0.47, 0.09, -0.16, -0.09, -0.15, 0.09, 0.09, 0.09, 0.11, 0.06, 0.09, 0.09, 0.10, 0.09, 0.10, -0.31, 1.01, -0.37, -0.09, -0.10, -0.12, -0.07, -0.09, -0.36, -0.08, -0.09, -0.12, -0.09, -0.09, 0.02, 0.04, 0.05, 0.06, 0.09, 0.09, 0.09, 0.07, 0.09, 0.08, 0.10, 0.10, 0.11, -0.01, -0.43, 0.03, -0.50, 0.03, 0.66, -1.58, 0.58, 0.60, -0.36, 0.19], "charge": -2, "lumo_ha": 0.1362, "total_energy_ev": -138010.69950}

Number 1: HOMO energy -7.4 eV. Number 2: HOMO energy -7.4 eV. Number 3: HOMO energy -2.4 eV.